No. 1
68
Properties=species:S:1:pos:R:3:mulliken_charge:R:1 method="wB97M-V/def2-TZVPD" total_charge=+3 homo_ev=-17.10 orbital_gap_ev=6.8 e_lumo_ev=-10.31 de_lowest_kcal_mol=32.17
Sc -0.039 0.642 0.404 -1.11
P -2.067 2.115 0.351 1.28
P -1.701 -1.495 1.762 1.32
P 2.190 2.031 -0.390 1.11
H -1.226 -3.982 -0.276 0.24
C -0.269 -4.102 -0.843 -0.64
C 0.923 -3.966 -0.238 -0.50
H 0.873 -3.902 0.845 0.24
C -3.286 1.956 -0.947 -1.21
C -2.960 2.040 1.906 -1.24
C -1.196 3.683 0.237 -1.08
C -1.533 -3.276 2.218 -1.57
C -2.050 -0.907 3.489 -1.37
C -3.468 -1.687 1.217 -1.56
C 3.704 1.050 -0.772 -1.24
C 2.758 3.067 1.006 -1.15
C 2.166 2.994 -1.962 -1.26
H -0.423 -3.902 -1.912 0.40
H 1.856 -3.695 -0.764 0.44
H -3.981 2.787 -0.772 0.51
H -3.802 0.982 -0.886 0.36
H -2.822 2.031 -1.944 0.49
H -3.668 2.882 1.857 0.57
H -2.261 2.143 2.752 0.34
H -3.488 1.072 1.995 0.21
H -1.997 4.426 0.150 0.58
H -0.521 3.730 -0.638 0.15
H -0.587 3.855 1.139 0.31
H -2.555 -3.621 2.434 0.45
H -0.937 -3.382 3.134 0.42
H -1.117 -3.903 1.426 0.31
H -3.009 -1.371 3.780 0.46
H -2.142 0.187 3.516 0.25
H -1.263 -1.224 4.190 0.41
H -3.936 -2.431 1.885 0.56
H -3.472 -2.061 0.181 0.40
H -4.037 -0.750 1.293 0.41
H 4.389 1.612 -1.436 0.47
H 3.374 0.127 -1.278 0.25
H 4.227 0.779 0.156 0.34
H 3.586 3.737 0.720 0.44
H 3.079 2.395 1.822 0.31
H 1.901 3.657 1.379 0.26
H 3.204 3.204 -2.258 0.50
H 1.606 3.914 -1.771 0.40
H 1.701 2.430 -2.776 0.35
C 0.684 -0.911 -3.107 1.02
C 0.238 -0.171 -4.225 -0.50
C 0.543 -0.622 -5.519 -0.63
C 1.346 -1.729 -5.766 -0.60
C 1.822 -2.409 -4.656 -0.69
C 1.568 -2.000 -3.346 -0.41
S 0.030 -0.687 -1.517 0.32
H -1.059 0.458 -1.315 0.14
H -0.383 0.720 -4.023 0.35
H 0.117 -0.065 -6.336 0.42
H 1.534 -2.025 -6.795 0.45
H 2.398 -3.293 -4.841 0.44
H 1.981 -2.560 -2.495 0.29
N 1.219 0.562 3.861 0.11
C 1.926 -0.652 3.857 -0.75
C 2.005 -1.044 2.544 -0.28
N 1.320 -0.129 1.760 0.82
C 0.863 0.832 2.605 -1.00
H 0.991 1.113 4.715 0.31
H 2.301 -1.132 4.763 0.41
H 2.492 -1.905 2.100 0.44
H 0.339 1.777 2.352 0.72


No. 2
39
Properties=species:S:1:pos:R:3:mulliken_charge:R:1 method="wB97M-V/def2-TZVPD" homo_ev=-7.33 orbital_gap_ev=6.2 e_lumo_ev=-1.10 de_lowest_kcal_mol=47.38
C 1.781 0.128 0.634 -0.46
C 3.087 -0.549 0.643 0.82
C 4.298 0.207 0.599 -0.47
C 5.545 -0.425 0.548 -0.45
C 5.636 -1.827 0.531 -0.41
C 4.462 -2.590 0.598 -0.57
C 3.203 -1.976 0.664 -0.43
C 0.534 -0.458 0.456 0.01
C -0.685 0.274 0.588 -0.12
C -1.895 -0.523 0.895 0.38
C -2.910 -0.027 1.743 -0.28
C -4.098 -0.738 1.941 -0.59
C -4.280 -1.993 1.327 -0.32
C -3.245 -2.545 0.544 -0.70
C -2.045 -1.834 0.369 -0.22
H 1.794 1.226 0.669 0.39
H 4.233 1.305 0.576 0.35
H 6.454 0.172 0.500 0.36
H 6.612 -2.307 0.493 0.37
H 4.540 -3.672 0.581 0.36
H 2.292 -2.576 0.712 0.32
H 0.516 -1.569 0.319 -0.17
H -0.608 1.231 1.106 0.51
H -2.789 0.960 2.198 0.37
H -4.912 -0.311 2.534 0.36
H -5.223 -2.548 1.456 0.35
H -3.397 -3.505 0.043 0.36
H -1.275 -2.273 -0.275 0.36
N -1.250 1.545 -0.873 -0.04
C -0.750 2.841 -0.895 0.34
O 0.033 3.260 0.011 -0.74
C -1.093 3.762 -1.971 -0.63
C -1.877 3.362 -3.019 -0.21
C -2.376 2.044 -2.953 -0.72
C -2.054 1.221 -1.865 0.04
H -0.652 4.752 -1.926 0.39
H -2.099 4.041 -3.857 0.37
H -2.998 1.680 -3.762 0.37
H -2.511 0.234 -1.884 0.33


No. 3
176
Properties=species:S:1:pos:R:3:mulliken_charge:R:1 method="wB97M-V/def2-TZVPD" total_charge=+6 homo_ev=-19.63 orbital_gap_ev=8.4 e_lumo_ev=-11.24
C -1.027 -0.203 0.819 -1.43
C -0.774 0.526 -0.561 2.27
C 0.470 1.409 -0.332 -1.85
O -0.919 -0.398 -1.622 -0.22
H -1.901 -0.853 0.761 0.47
H -1.289 0.604 1.504 0.44
H -0.206 -0.834 1.158 -0.19
H -1.642 1.181 -0.633 -1.19
H 1.358 0.785 -0.431 0.08
H 0.583 1.944 0.611 0.58
H 0.414 2.068 -1.198 0.36
C 3.138 1.038 5.016 -1.04
C 3.675 1.870 3.923 -0.41
C 4.293 1.045 2.834 -0.74
N 5.037 1.770 1.667 0.20
C 6.242 2.512 2.140 -0.80
C 7.220 1.616 2.950 -0.64
C 7.682 0.306 2.178 -1.00
C 6.470 -0.400 1.437 -0.59
C 5.517 0.627 0.773 -0.46
C 4.141 2.794 0.882 -1.09
H 3.752 0.229 5.413 0.56
H 2.130 0.669 4.825 -0.20
H 3.042 1.724 5.858 0.45
H 4.259 2.728 4.254 0.38
H 2.838 2.450 3.536 0.17
H 3.663 0.356 2.271 0.48
H 4.932 0.415 3.453 0.35
H 5.917 3.386 2.705 0.50
H 6.584 2.970 1.211 0.60
H 6.706 1.368 3.879 0.29
H 8.071 2.253 3.192 0.47
H 8.117 -0.358 2.925 0.36
H 8.429 0.463 1.400 0.40
H 5.963 -1.104 2.096 0.30
H 6.883 -1.062 0.676 0.44
H 4.752 0.034 0.272 0.36
H 6.026 1.096 -0.069 0.50
H 4.761 3.046 0.022 0.43
H 3.878 3.633 1.527 0.32
H 3.406 2.076 0.517 0.50
C 5.561 -3.495 -1.826 -1.78
C 4.148 -3.018 -1.738 -0.12
C 3.073 -4.181 -1.813 -0.50
N 1.561 -3.792 -1.739 0.56
C 0.808 -5.114 -1.430 -0.37
C 0.624 -5.946 -2.688 -0.88
C -0.098 -5.240 -3.805 -0.43
C 0.568 -3.933 -4.151 -0.94
C 1.056 -3.039 -2.953 -0.28
C 1.543 -2.914 -0.429 -1.05
H 5.786 -4.223 -1.047 0.40
H 6.211 -2.633 -1.676 0.39
H 5.861 -3.979 -2.755 0.43
H 4.133 -2.108 -2.337 0.40
H 4.164 -2.562 -0.748 0.13
H 3.242 -4.835 -0.957 0.50
H 3.239 -4.717 -2.747 0.42
H 1.340 -5.583 -0.602 0.47
H -0.104 -4.679 -1.022 0.27
H 1.582 -6.225 -3.126 0.32
H 0.196 -6.916 -2.434 0.46
H -0.147 -5.908 -4.665 0.45
H -1.149 -5.013 -3.629 -0.07
H 1.416 -4.036 -4.827 0.51
H -0.040 -3.350 -4.843 0.45
H 1.854 -2.326 -3.164 0.33
H 0.236 -2.445 -2.549 -0.06
H 2.130 -2.006 -0.564 0.14
H 1.978 -3.538 0.351 0.48
H 0.522 -2.665 -0.139 0.36
C 2.484 1.572 -6.502 -0.88
N 1.155 2.317 -6.214 0.09
C 1.462 3.321 -5.034 -0.47
C 0.899 3.104 -7.528 -0.94
C -0.013 1.393 -5.834 -0.90
C 0.395 0.082 -5.007 0.12
O 0.973 0.426 -3.735 -0.43
H 2.878 1.171 -5.568 0.26
H 3.228 2.258 -6.907 0.39
H 2.176 0.774 -7.177 0.42
H 1.857 4.240 -5.468 0.43
H 2.262 2.941 -4.399 0.28
H 0.588 3.555 -4.425 0.09
H -0.031 3.673 -7.536 0.36
H 0.864 2.408 -8.366 0.44
H 1.718 3.814 -7.638 0.43
H -0.348 1.180 -6.849 0.43
H -0.749 2.019 -5.328 -0.09
H 1.139 -0.479 -5.573 0.62
H -0.570 -0.423 -5.022 0.15
H 0.298 0.164 -3.105 -0.05
C -4.260 3.813 5.628 -0.88
N -3.029 3.332 4.755 -0.08
C -3.047 1.819 4.645 -0.57
C -3.174 4.058 3.367 -0.96
C -1.721 3.813 5.543 -0.65
C -0.413 3.065 5.222 0.09
O 0.028 3.451 3.902 -0.46
H -4.270 4.854 5.952 0.40
H -4.401 3.202 6.519 0.43
H -5.182 3.614 5.082 0.39
H -3.920 1.599 4.030 0.47
H -3.250 1.372 5.618 0.33
H -2.128 1.505 4.149 -0.05
H -4.178 3.795 3.032 0.46
H -2.392 3.717 2.689 0.25
H -3.085 5.117 3.607 0.43
H -2.154 3.623 6.525 0.50
H -1.712 4.895 5.414 0.43
H -0.352 1.977 5.248 -0.19
H 0.311 3.393 5.968 0.62
H 0.703 4.108 4.086 0.29
C -5.616 -2.165 -0.536 -0.75
N -4.801 -2.608 -1.774 0.21
C -3.792 -3.758 -1.527 -1.08
C -5.659 -3.186 -2.881 -0.96
C -4.192 -1.232 -2.302 0.07
C -3.430 -1.382 -3.610 -1.10
O -2.675 -0.227 -3.866 -0.19
H -6.308 -2.956 -0.247 0.39
H -6.257 -1.332 -0.824 0.36
H -4.934 -1.974 0.292 0.29
H -4.370 -4.660 -1.330 0.52
H -3.140 -3.464 -0.704 0.20
H -3.145 -3.988 -2.374 0.52
H -6.117 -4.148 -2.654 0.39
H -5.082 -3.476 -3.759 0.41
H -6.455 -2.547 -3.265 0.40
H -3.600 -0.959 -1.429 -0.05
H -4.988 -0.501 -2.446 0.39
H -4.147 -1.369 -4.431 0.52
H -2.886 -2.318 -3.733 0.30
H -1.948 -0.211 -3.240 -0.07
C -2.165 3.531 -2.416 -0.66
N -3.671 3.387 -2.565 0.34
C -4.320 4.803 -2.471 -1.02
C -3.947 2.841 -4.049 -0.62
C -4.301 2.379 -1.601 0.54
C -4.440 2.762 -0.102 -0.90
O -5.006 1.612 0.542 -0.50
H -1.578 2.795 -2.964 -0.01
H -1.795 3.505 -1.390 0.36
H -1.937 4.497 -2.866 0.48
H -4.022 5.315 -1.556 0.41
H -5.402 4.669 -2.478 0.40
H -4.011 5.424 -3.313 0.43
H -3.995 1.773 -3.839 0.13
H -3.156 3.192 -4.712 0.36
H -4.915 3.167 -4.430 0.35
H -3.673 1.490 -1.658 -1.00
H -5.336 2.190 -1.885 0.74
H -5.185 3.555 -0.042 0.76
H -3.533 3.039 0.437 0.13
H -5.497 1.931 1.303 0.30
C 0.584 -2.264 6.695 -0.92
N -0.326 -2.293 5.421 -0.01
C -1.783 -2.441 5.917 -0.78
C -0.266 -0.948 4.637 -1.94
C 0.099 -3.511 4.598 -0.77
C -0.418 -3.555 3.105 0.46
O -1.728 -3.962 3.017 -0.53
H 1.597 -2.012 6.381 0.39
H 0.602 -3.088 7.408 0.38
H 0.274 -1.415 7.304 0.39
H -2.331 -2.808 5.049 0.36
H -2.124 -1.451 6.221 0.30
H -1.778 -3.165 6.732 0.39
H 0.764 -1.077 4.304 0.50
H -0.517 -0.062 5.220 0.89
H -1.070 -1.046 3.907 0.39
H -0.390 -4.347 5.100 0.45
H 1.181 -3.634 4.624 0.45
H 0.307 -4.248 2.679 0.45
H -0.281 -2.597 2.604 -0.35
H -1.891 -4.461 2.214 0.28


No. 4
21
Properties=species:S:1:pos:R:3:mulliken_charge:R:1 method="wB97M-V/def2-TZVPD" homo_ev=-9.39 orbital_gap_ev=10.3 e_lumo_ev=0.87 de_lowest_kcal_mol=8.38
C 3.096 0.084 -0.911 0.10
C -3.880 0.209 -0.809 -0.78
C -2.907 0.312 0.097 -0.21
C 3.362 -0.140 0.490 -0.54
C 1.874 -0.430 1.076 -0.72
C -1.662 1.152 -0.093 -0.36
N 2.038 0.477 -1.463 -0.67
N -0.544 0.265 -0.175 -0.22
O 1.184 2.196 0.557 -0.71
P 1.000 0.806 0.075 0.72
H 4.017 -0.255 -1.552 0.28
H -4.734 -0.297 -0.427 0.28
H -3.961 0.779 -1.764 0.26
H -3.047 -0.099 0.994 0.43
H 4.110 -0.913 0.512 0.36
H 3.653 0.799 0.952 0.27
H 1.747 -1.462 0.947 0.42
H 1.777 -0.009 2.157 0.27
H -1.624 1.877 0.757 0.28
H -1.926 1.736 -1.077 0.23
H -0.516 -0.440 -0.869 0.31


No. 5
26
Properties=species:S:1:pos:R:3:mulliken_charge:R:1 method="wB97M-V/def2-TZVPD" total_charge=-2 homo_ev="2.21 / -2.18" orbital_gap_ev="2.3 / 6.7" spin_multiplicity=3 e_lumo_ev="4.51 / 4.51"
C -2.129 -1.332 0.658 -0.36
C -2.287 -0.047 1.275 -0.55
C -1.188 0.162 2.172 -0.49
C -0.333 -0.992 2.095 -0.61
C -0.911 -1.916 1.153 -0.41
Ti -0.343 -0.051 -0.007 0.24
N -0.351 -0.978 -1.659 -0.42
C -0.991 0.174 -2.304 -0.26
C -1.436 1.190 -1.254 -0.89
H -1.058 1.009 2.841 0.42
H -3.115 0.641 1.118 0.47
H 0.553 -1.169 2.693 0.51
H -0.531 -2.910 0.924 0.41
H -2.835 -1.809 -0.023 0.37
H -2.525 1.230 -1.115 0.23
H -0.285 0.610 -3.038 0.29
H 0.112 -1.627 -2.283 0.13
H -0.994 2.178 -1.401 0.28
H -1.867 -0.134 -2.903 0.27
Cl 5.145 0.443 0.896 -0.12
C 3.759 1.095 0.017 -0.39
Cl 3.570 2.843 0.312 -0.10
Cl 3.888 0.732 -1.735 -0.11
C 2.412 0.369 0.455 0.22
O 2.426 -0.708 1.052 -0.60
O 1.317 0.996 0.061 -0.52


No. 6
77
Properties=species:S:1:pos:R:3:mulliken_charge:R:1 method="wB97M-V/def2-TZVPD" total_charge=+1 homo_ev=-10.28 orbital_gap_ev=6.4 e_lumo_ev=-3.85 de_lowest_kcal_mol=69.32
Zr 1.015 -1.157 0.112 -0.24
O 3.511 -2.527 -2.744 -0.63
S 2.973 -2.405 -1.443 1.77
O 1.511 -2.739 -1.307 -0.66
O 2.970 -1.035 -0.822 -0.54
C 3.930 -3.368 -0.316 0.39
C 4.658 -4.417 -0.862 -0.70
C 5.486 -5.186 -0.060 -0.72
C 5.607 -4.889 1.287 -0.59
C 4.897 -3.832 1.839 -0.58
C 4.053 -3.076 1.048 0.25
S 1.916 -2.517 2.412 0.03
O 3.351 -2.029 1.651 0.24
O 1.334 -3.303 1.294 -0.39
O 1.195 -1.176 2.260 -0.15
H 4.584 -4.615 -1.922 0.50
H 6.045 -6.003 -0.494 0.42
H 6.264 -5.475 1.917 0.42
H 4.994 -3.578 2.886 0.50
Te -2.438 2.276 -1.336 0.30
C -2.876 2.829 0.670 0.15
C -2.234 3.903 1.275 -0.15
C -2.536 4.210 2.595 -0.47
N -3.420 3.534 3.324 -0.63
C -4.063 2.534 2.728 -0.52
C -3.833 2.147 1.414 -0.08
C -0.923 0.800 -1.153 -0.31
P -1.238 -0.917 -1.408 1.26
C -2.834 -1.179 -2.234 0.62
C -2.862 -0.941 -3.607 -0.50
C -4.063 -0.982 -4.296 -0.68
C -5.238 -1.279 -3.619 -0.49
C -5.208 -1.541 -2.257 -0.84
C -4.008 -1.495 -1.562 -0.26
C -1.566 -1.551 0.324 -0.69
C -1.448 -2.913 0.631 0.02
C -1.723 -3.382 1.910 -0.81
C -2.106 -2.497 2.904 -0.71
C -2.227 -1.139 2.622 -0.42
C -1.957 -0.674 1.349 0.94
P 0.792 1.163 -1.324 1.54
C 1.041 2.814 -2.038 0.58
C 0.841 2.924 -3.413 -0.51
C 0.884 4.166 -4.025 -0.66
C 1.144 5.300 -3.269 -0.50
C 1.368 5.190 -1.904 -0.85
C 1.321 3.948 -1.286 -0.24
C 1.363 1.396 0.450 -0.60
C 2.719 1.303 0.809 -0.09
C 3.123 1.495 2.123 -0.79
C 2.185 1.787 3.101 -0.72
C 0.840 1.898 2.768 -0.60
C 0.436 1.693 1.461 -0.05
H -1.504 4.492 0.733 0.44
H -2.040 5.039 3.089 0.41
H -4.799 2.010 3.329 0.43
H -4.389 1.323 0.985 0.49
H -1.946 -0.708 -4.138 0.41
H -4.081 -0.789 -5.360 0.42
H -6.177 -1.314 -4.155 0.40
H -6.123 -1.780 -1.731 0.41
H -4.002 -1.697 -0.498 0.42
H -1.162 -3.615 -0.147 0.44
H -1.625 -4.438 2.125 0.46
H -2.316 -2.862 3.901 0.40
H -2.546 -0.448 3.392 0.54
H -2.082 0.373 1.119 -0.45
H 0.637 2.039 -4.005 0.42
H 0.721 4.247 -5.091 0.41
H 1.180 6.271 -3.745 0.40
H 1.580 6.073 -1.316 0.42
H 1.492 3.878 -0.219 0.46
H 3.460 1.109 0.044 0.47
H 4.172 1.418 2.378 0.49
H 2.501 1.936 4.125 0.40
H 0.108 2.151 3.524 0.57
H -0.604 1.798 1.198 0.22


No. 7
32
Properties=species:S:1:pos:R:3:mulliken_charge:R:1 method="wB97M-V/def2-TZVPD" total_charge=+1 homo_ev=-10.40 orbital_gap_ev=6.4 e_lumo_ev=-3.97 de_lowest_kcal_mol=90.36
C 3.957 1.754 0.047 -1.34
C 0.285 1.457 0.661 -0.35
C 1.453 2.238 0.512 1.00
C 2.560 1.352 0.093 0.34
C 2.023 0.131 0.036 -0.26
C -0.955 2.017 0.989 -0.89
C -0.882 3.418 1.089 -0.21
C 0.208 4.164 1.020 -0.58
C 1.442 3.593 0.603 -0.41
N 0.597 0.201 0.369 0.01
H -1.791 1.436 0.981 0.54
H -2.006 3.795 1.230 0.18
H 0.062 -0.545 0.875 0.27
H 0.159 5.304 1.183 0.30
H 2.377 -0.989 -0.016 0.22
H 2.324 4.331 0.610 0.23
H 4.274 2.717 0.506 0.32
H 4.256 1.634 -1.033 0.29
H 4.568 1.074 0.588 0.37
C -3.509 -3.395 0.003 -1.00
C -1.250 -2.919 -1.024 0.49
N -2.033 -3.569 -0.107 -0.21
N -1.696 -1.867 -1.780 -0.38
N -0.013 -3.503 -1.222 -0.49
H -1.779 -4.225 0.756 0.36
H -2.823 -1.626 -1.874 0.31
H -1.016 -1.207 -2.141 0.25
H 0.049 -3.749 -2.285 0.33
H 0.729 -2.930 -0.867 0.29
H -4.023 -3.733 -0.868 0.37
H -3.802 -2.357 0.277 0.35
H -3.745 -4.001 0.790 0.34


No. 8
13
Properties=species:S:1:pos:R:3:mulliken_charge:R:1 method="wB97M-V/def2-TZVPD" total_charge=+2 homo_ev="-20.32 / -20.50" orbital_gap_ev="10.6 / 8.7" spin_multiplicity=6 e_lumo_ev="-9.73 / -11.79"
O -2.706 -3.405 0.635 0.01
C -2.243 -2.402 0.297 0.53
Mn -1.269 -0.838 -0.116 0.26
C -2.500 0.525 0.297 0.48
C -1.469 -0.720 -1.985 0.48
O -3.309 1.186 0.841 -0.04
O -1.513 -0.983 -3.130 -0.04
C 2.929 1.280 0.626 -0.82
C 1.622 0.798 0.300 0.40
N 0.573 0.327 0.078 -0.23
H 2.860 2.261 1.188 0.32
H 3.542 1.433 -0.316 0.32
H 3.485 0.537 1.284 0.32


| no. | E_tot (eV) |
| --- | --- |
| 1 | -83760.6194 |
| 2 | -24551.1039 |
| 3 | -72246.9483 |
| 4 | -20716.0047 |
| 5 | -75761.5453 |
| 6 | -100378.1830 |
| 7 | -17634.3229 |
| 8 | -44165.4101 |